CH3NO | ωB97M-V/def2-TZVPD

Computed properties:
SMILES   C=[NH+][O-]
LUMO level (alpha / beta)   0.036 / 0.566 eV
Highest occupied orbital energy (alpha / beta)   -8.817 / -9.059 eV
Relative energy (zero: lowest compared OMol25 entry of this formula, charge and spin)   480.8 kJ/mol

Geometry (Å):
C  0.82685  0.30456  0.13627
N  -0.64144  -0.39327  -0.03634
O  -1.61879  0.36270  0.09043
H  1.61055  -0.26878  -0.06675
H  0.58876  1.21448  0.50799
H  -0.76592  -1.21969  -0.63160

---

C58H89N5O12S | ωB97M-V/def2-TZVPD

Computed properties:
SMILES   O=[N+]([O-])c1ccccc1.O=[N+]([O-])c1ccccc1.O=[N+]([O-])c1ccccc1.O=[N+]([O-])c1ccccc1.O=[N+]([O-])c1ccccc1.O=S1(=O)CCCC1.CCCCCC.CCCCCC.CCCCCC.CCCCCC
LUMO level   -0.748 eV
Highest occupied orbital energy   -9.915 eV
Relative energy (zero: lowest compared OMol25 entry of this formula, charge and spin)   0.0 kJ/mol

Geometry (Å):
C  8.35286  22.42458  13.37850
C  8.37396  23.69369  13.99316
C  7.85503  23.83333  15.27785
C  7.28372  22.71849  15.90382
C  7.39977  21.48375  15.34315
C  7.86083  21.31872  14.05093
N  6.79278  22.95071  17.28114
O  6.75344  21.99851  18.02609
O  6.28804  24.04094  17.44387
H  8.59543  22.37285  12.32438
H  8.79177  24.57512  13.53050
H  7.83270  24.81187  15.72964
H  7.08046  20.61351  15.90727
H  7.97001  20.34627  13.59284
C  4.44489  23.33417  8.42009
C  5.52578  22.69272  9.02467
C  6.47679  23.44774  9.70256
C  6.36358  24.84235  9.75006
C  5.32685  25.46524  9.09719
C  4.40527  24.70944  8.37344
N  7.34910  25.63356  10.48359
O  7.14757  26.83874  10.55182
O  8.35251  25.07653  10.89699
H  3.78176  22.68438  7.86206
H  5.56305  21.61581  9.10686
H  7.38396  23.00198  10.08897
H  5.13526  26.52361  9.22329
H  3.60136  25.22936  7.87041
C  6.86218  31.50878  13.36760
C  5.67944  30.90552  13.73975
C  4.86649  30.32389  12.77653
C  5.31000  30.25894  11.44892
C  6.51020  30.83202  11.08942
C  7.32263  31.38908  12.07178
N  4.44170  29.59472  10.47764
O  4.93430  29.31998  9.39826
O  3.31232  29.31843  10.80981
H  7.37650  31.99554  14.18851
H  5.40059  30.86692  14.78481
H  3.93848  29.85228  13.06645
H  6.76799  30.77098  10.03917
H  8.24468  31.92452  11.88675
C  9.26312  25.65906  18.34707
C  10.41889  26.39667  18.45273
C  11.27632  26.20728  19.53900
C  10.98021  25.20280  20.45870
C  9.86817  24.37598  20.31052
C  8.98343  24.69026  19.30223
N  11.88580  25.01173  21.58792
O  11.55343  24.21308  22.43884
O  12.90313  25.65544  21.62495
H  8.49904  25.83324  17.60010
H  10.62260  27.27556  17.85579
H  12.11634  26.86774  19.68753
H  9.64048  23.66314  21.08944
H  8.12162  24.04017  19.21828
C  6.54529  28.38743  21.98463
C  7.43265  27.89563  21.01397
C  8.76629  28.22764  21.03139
C  9.22960  29.11877  22.00306
C  8.37301  29.63674  22.93791
C  7.03708  29.21775  22.96152
N  10.66185  29.45347  22.04437
O  10.97932  30.54858  22.44420
O  11.43639  28.57073  21.73876
H  5.50242  28.11174  21.91044
H  7.15078  27.14499  20.28480
H  9.46511  27.69186  20.40422
H  8.66922  30.39615  23.64903
H  6.38111  29.60046  23.73202
C  12.80910  25.11102  14.12795
C  11.89558  25.95829  15.04003
C  10.91253  26.82161  14.22833
C  10.36019  27.95483  15.07730
C  9.50505  28.95059  14.27685
C  10.28949  30.15206  13.75261
H  12.86544  25.59660  13.14950
H  12.44252  24.11158  13.89745
H  13.82024  25.09226  14.53134
H  11.31745  25.27895  15.66817
H  12.49740  26.63566  15.64709
H  10.09128  26.15086  13.96543
H  11.33145  27.24610  13.31453
H  9.71451  27.57628  15.87674
H  11.15192  28.52387  15.57217
H  9.09270  28.51669  13.35737
H  8.57701  29.26233  14.76687
H  10.67880  30.94798  14.39486
H  11.01144  29.88286  12.98112
H  9.58470  30.79874  13.21296
C  1.80086  22.65538  18.39190
C  2.77191  23.21424  17.33814
C  2.50012  22.51192  16.01234
C  3.46992  22.75159  14.85177
C  3.34950  21.75541  13.68285
C  4.33494  22.14715  12.57195
H  1.62779  23.35572  19.21380
H  2.07063  21.66018  18.73220
H  0.78695  22.65434  17.97371
H  2.70535  24.30360  17.30307
H  3.79834  23.00362  17.65082
H  1.49937  22.71782  15.62020
H  2.45984  21.44288  16.25346
H  3.35970  23.77986  14.50368
H  4.50803  22.60823  15.17928
H  3.57372  20.71489  13.92101
H  2.31216  21.82224  13.34100
H  5.35940  21.90078  12.86681
H  4.24287  21.54966  11.66042
H  4.24355  23.20831  12.33748
C  0.86216  24.33546  12.20087
C  0.14133  25.40984  13.03702
C  0.36406  25.30411  14.53851
C  -0.29845  26.41393  15.35848
C  0.19251  26.51137  16.79922
C  1.63736  27.04200  16.88999
H  0.88298  24.67846  11.16971
H  0.42098  23.34345  12.32409
H  1.87608  24.12402  12.55328
H  0.38498  26.42564  12.70622
H  -0.91411  25.36551  12.74218
H  1.45280  25.33867  14.69462
H  0.19177  24.26420  14.83969
H  -0.11617  27.32146  14.77648
H  -1.37121  26.20249  15.34764
H  -0.45950  27.06437  17.47333
H  0.19303  25.48823  17.19456
H  1.71175  27.93084  16.26234
H  1.93290  27.23066  17.92451
H  2.39899  26.32302  16.57639
C  3.70547  26.58756  13.06064
C  5.22054  26.67384  13.23845
C  5.65389  26.56839  14.70311
C  5.44378  27.82266  15.52545
C  5.84244  27.66458  16.98261
C  5.77584  28.99549  17.76334
H  3.25742  25.61525  13.24661
H  3.40549  26.95398  12.07443
H  3.17998  27.29935  13.71001
H  5.65929  25.88158  12.63205
H  5.59336  27.64895  12.91605
H  6.71325  26.28860  14.71240
H  5.18141  25.68997  15.16314
H  6.03592  28.63448  15.09146
H  4.39423  28.13304  15.48822
H  5.14107  26.98342  17.47223
H  6.85111  27.25379  17.08273
H  4.74514  29.36220  17.67006
H  5.96576  28.90471  18.83064
H  6.30705  29.80965  17.26458
C  8.12245  31.92369  18.85006
C  6.90053  32.32101  19.63474
C  6.41510  33.65354  19.09138
S  6.47607  33.39045  17.27099
O  6.81994  34.60548  16.56491
O  5.34008  32.57845  16.88281
C  7.97525  32.29254  17.36458
H  8.34736  30.87344  19.03679
H  9.00603  32.49746  19.14699
H  7.09777  32.37999  20.70606
H  6.14714  31.53458  19.52586
H  7.16878  34.39542  19.36257
H  5.44703  33.96131  19.47671
H  8.69997  32.98277  16.93606
H  7.86192  31.45606  16.67716

---

C6H12O13PbS2 | ωB97M-V/def2-TZVPD

Computed properties:
Total charge   -4
LUMO level   5.102 eV
Highest occupied orbital energy   3.448 eV
Relative energy (zero: lowest compared OMol25 entry of this formula, charge and spin)   670.9 kJ/mol

Geometry (Å):
Pb  13.34699  3.97641  14.89418
C  16.67680  8.00241  17.36356
O  16.39664  6.64262  17.60144
H  16.98896  8.14610  16.32915
H  15.76110  8.59334  17.38312
H  17.45482  8.48763  17.95292
C  18.07263  2.38850  12.40013
O  16.87080  1.78941  12.81301
H  18.18793  2.49292  11.32128
H  17.97993  3.45584  12.60078
H  19.05679  2.07462  12.74795
S  11.17092  -1.72015  14.08148
O  12.25781  -2.26833  14.90131
O  9.99952  -2.15310  14.86195
O  11.31940  -0.28580  13.97849
O  11.22944  -2.38136  12.81619
S  12.27631  1.66090  19.46066
O  11.71660  2.86643  18.84704
O  11.36242  0.55229  19.40676
O  13.41676  1.48105  18.58712
O  12.93953  1.93322  20.74778
C  6.02762  9.59658  19.23811
C  6.64110  9.77849  17.86613
C  7.65256  10.94127  17.72766
O  8.66211  10.40705  16.82005
C  8.62678  9.04544  16.91221
O  9.54705  8.27020  16.54393
O  7.47074  8.60277  17.56448
H  6.68471  9.07685  19.93540
H  5.17109  8.94966  19.04849
H  5.70641  10.55525  19.64538
H  5.90912  9.98528  17.08539
H  8.13992  11.17820  18.67341
H  7.24049  11.88255  17.36393

---

no.,E_tot (Ha)
1,-169.72446
2,-3837.77560
3,-2202.50442